DFT (wB97M-V/def2-TZVPD) results for a structure of composition C3H7N8.

As for the LUMO energy: -4.60 eV. For the HOMO energy, the calculation gives -12.7 eV. The calculation puts the energy above the lowest of the compared OMol25 structures with the same formula, charge and spin at 37.40 kcal/mol. As for the net charge: +1.

Each line ends with the natural charge from an NBO analysis.
Element x y z (Å)
N (-0.08885, 1.16470, -0.21150)  -0.333
N (-2.30068, -1.47043, 0.06893)  -0.536
N (0.83890, 0.21659, -0.10448)  -0.213
N (-1.32178, -0.67863, 0.36931)  -0.129
N (1.73541, -1.77320, -0.04051)  -0.346
N (2.73324, -0.86587, -0.09960)  -0.258
N (-2.39935, 1.26209, -0.33813)  -0.769
N (2.80005, 1.55201, 0.11352)  -0.780
C (-1.24548, 0.59392, -0.09643)  0.523
C (2.18629, 0.36823, -0.08247)  0.509
C (0.51926, -1.04739, -0.04850)  0.398
H (2.11513, 2.27578, 0.26169)  0.412
H (1.82609, -2.76814, 0.06923)  0.452
H (-2.62629, -2.28608, 0.60826)  0.429
H (3.65223, 1.67067, 0.60005)  0.432
H (-2.44419, 2.24004, -0.09150)  0.431
H (-2.73445, -1.26605, -0.81833)  0.379
H (-3.24553, 0.81176, -0.15954)  0.398

---

DFT (wB97M-V/def2-TZVPD) results for the molecule C3H7NO.

As for the LUMO energy: 0.82 eV. For the HOMO energy, the calculation gives -8.8 eV. The calculation puts the energy above the lowest of the compared OMol25 structures with the same formula, charge and spin at 63.23 kcal/mol. As for the SMILES: CNC(C)=O. As for the net charge: 0.

Each line ends with the natural charge from an NBO analysis.
Element x y z (Å)
O (0.52589, -0.39568, -1.60047)  -0.630
N (-0.57238, 0.08323, 0.32816)  -0.623
C (0.55230, -0.06291, -0.42413)  0.647
C (-1.91879, -0.11709, -0.28935)  -0.549
C (1.80699, 0.35182, 0.30717)  -0.702
H (-0.54243, 0.27910, 1.30427)  0.402
H (-2.79488, -0.29043, 0.31229)  0.234
H (1.86501, 1.44597, 0.28628)  0.234
H (-1.95294, -0.17068, -1.36808)  0.252
H (-1.45268, -1.10059, -0.00541)  0.284
H (2.68025, -0.05120, -0.20348)  0.239
H (1.80367, 0.02847, 1.35275)  0.212

---

DFT (wB97M-V/def2-TZVPD) results for a structure of composition C3H7NO.

As for the LUMO energy (spin up / spin down): 0.44 / 0.44 eV. For the HOMO energy (spin up / spin down), the calculation gives -7.4 / -7.4 eV. The calculation puts the energy above the lowest of the compared OMol25 structures with the same formula, charge and spin at 116.97 kcal/mol. As for the net charge: 0.

Each line ends with the natural charge from an NBO analysis.
Element x y z (Å)
O (-0.11711, 2.10066, 0.36601)  -0.655
N (0.54837, -0.02736, -0.11838)  -0.533
C (0.40785, 1.11393, 0.82811)  0.398
C (-0.53026, -0.63202, 1.36874)  -0.452
C (0.19674, 0.08488, -1.53710)  -0.470
H (-0.12215, -0.88607, -1.92524)  0.205
H (1.04014, 0.45636, -2.12926)  0.222
H (1.34744, -0.62206, 0.08671)  0.398
H (-0.61406, 0.81587, -1.58643)  0.238
H (0.05950, -0.86399, 2.25167)  0.230
H (-1.39658, -0.01166, 1.58195)  0.237
H (-0.81987, -1.52855, 0.81323)  0.182

---

DFT (wB97M-V/def2-TZVPD) results for a cluster of 2 separate species, C3H7NO in total.

As for the LUMO energy: 0.76 eV. For the HOMO energy, the calculation gives -9.8 eV. The calculation puts the energy above the lowest of the compared OMol25 structures with the same formula, charge and spin at 67.47 kcal/mol. As for the SMILES: C=NC.C=O. As for the net charge: 0.

Each line ends with the natural charge from an NBO analysis.
Element x y z (Å)
O (3.76730, -1.87244, -2.24084)  -0.487
N (-1.60766, -0.31253, 1.08327)  -0.383
C (3.00816, -1.02779, -2.62006)  0.279
C (-1.10248, 0.44647, 2.24556)  -0.453
C (-2.04549, 0.40543, 0.15094)  -0.056
H (-0.59761, 1.36205, 1.92388)  0.182
H (1.94403, -1.04625, -2.31957)  0.104
H (3.30503, -0.17126, -3.25122)  0.104
H (-2.23519, 1.47726, 0.30383)  0.126
H (-0.34358, -0.12400, 2.76797)  0.211
H (-1.95274, 0.79034, 2.83616)  0.203
H (-2.13978, 0.07271, -0.87991)  0.172

---

DFT (wB97M-V/def2-TZVPD) results for the molecule C3H7NO.

As for the LUMO energy: 1.05 eV. For the HOMO energy, the calculation gives -9.7 eV. The calculation puts the energy above the lowest of the compared OMol25 structures with the same formula, charge and spin at 53.76 kcal/mol. As for the SMILES: OC[C@H]1CN1. As for the net charge: 0.

Each line ends with the natural charge from an NBO analysis.
Element x y z (Å)
O (1.61238, 0.39178, 0.86387)  -0.720
N (-0.61530, 1.03527, -0.51510)  -0.619
C (-0.26648, -0.38051, -0.41750)  -0.102
C (-1.24014, 0.30087, 0.53286)  -0.281
C (1.16751, -0.62824, 0.00605)  -0.069
H (-0.91421, 0.46097, 1.54820)  0.216
H (-1.23810, 1.21847, -1.29065)  0.367
H (1.25739, -1.57956, 0.54550)  0.179
H (-0.63187, -1.02561, -1.22979)  0.195
H (1.22891, 1.20843, 0.49676)  0.482
H (-2.13411, -0.31921, 0.34689)  0.198
H (1.79311, -0.69853, -0.90003)  0.155

---

DFT (wB97M-V/def2-TZVPD) results for the molecule C3H7NO.

As for the LUMO energy: 0.89 eV. For the HOMO energy, the calculation gives -9.1 eV. The calculation puts the energy above the lowest of the compared OMol25 structures with the same formula, charge and spin at 60.47 kcal/mol. As for the SMILES: CNCC=O. As for the net charge: 0.

Each line ends with the natural charge from an NBO analysis.
Element x y z (Å)
O (1.74417, -1.14767, -0.44099)  -0.499
N (-0.67317, 0.19964, -0.60804)  -0.632
C (1.67552, -0.06492, 0.04222)  0.437
C (-1.19102, -0.92205, 0.10676)  -0.418
C (0.51104, 0.93360, -0.08071)  -0.337
H (-0.81026, -2.01442, -0.15512)  0.219
H (2.51587, 0.36458, 0.67366)  0.090
H (0.74968, 1.80716, -0.80478)  0.235
H (-1.11593, -0.81966, 1.26300)  0.164
H (-2.35986, -0.75516, -0.24225)  0.199
H (-1.43250, 0.94285, -0.71350)  0.361
H (0.38647, 1.47604, 0.95975)  0.181

---

DFT (wB97M-V/def2-TZVPD) results for a cluster of 2 separate species, C3H7NO in total.

As for the LUMO energy: 0.40 eV. For the HOMO energy, the calculation gives -8.6 eV. The calculation puts the energy above the lowest of the compared OMol25 structures with the same formula, charge and spin at 72.66 kcal/mol. As for the SMILES: C=CN.C=O. As for the net charge: 0.

Each line ends with the natural charge from an NBO analysis.
Element x y z (Å)
O (2.17089, -1.20389, 0.31672)  -0.507
N (-0.11275, 1.83993, -0.04677)  -0.842
C (1.17928, -1.34087, 1.03424)  0.271
C (-0.30959, 0.63925, -0.78163)  -0.026
C (-1.37172, -0.09068, -1.06794)  -0.507
H (0.62757, 0.02118, -0.84922)  0.205
H (-2.46760, 0.17443, -0.69756)  0.187
H (-1.27273, -0.97160, -1.70333)  0.214
H (0.37853, -2.10253, 0.82102)  0.120
H (0.83859, 2.08228, 0.12919)  0.387
H (-0.78655, 2.06055, 0.70409)  0.382
H (1.12608, -1.10804, 2.14120)  0.117

---

DFT (wB97M-V/def2-TZVPD) results for a cluster of 2 separate species, C3H7NO in total.

As for the LUMO energy: 0.97 eV. For the HOMO energy, the calculation gives -8.3 eV. The calculation puts the energy above the lowest of the compared OMol25 structures with the same formula, charge and spin at 60.36 kcal/mol. As for the SMILES: C=CN.C=O. As for the net charge: 0.

Each line ends with the natural charge from an NBO analysis.
Element x y z (Å)
O (-1.05402, -0.08176, -2.12432)  -0.496
N (0.44616, 0.48071, 1.95613)  -0.835
C (1.53576, -0.88261, 0.33519)  -0.515
C (0.41346, -0.55117, 0.98674)  0.005
C (-1.37394, 0.83805, -1.41449)  0.266
H (1.40815, 0.70368, 2.14076)  0.372
H (-2.33669, 0.86720, -0.88464)  0.111
H (-0.58433, -0.84538, 0.69843)  0.194
H (2.45423, -0.34528, 0.53595)  0.185
H (-0.18163, 0.38998, 2.71935)  0.380
H (-0.66484, 1.67824, -1.31632)  0.118
H (1.58023, -1.83767, -0.16944)  0.215

---

DFT (wB97M-V/def2-TZVPD) results for a cluster of 2 separate species, C3H7NO in total.

As for the LUMO energy: 0.70 eV. For the HOMO energy, the calculation gives -8.3 eV. The calculation puts the energy above the lowest of the compared OMol25 structures with the same formula, charge and spin at 78.31 kcal/mol. As for the SMILES: C=CN.C=O. As for the net charge: 0.

Each line ends with the natural charge from an NBO analysis.
Element x y z (Å)
O (3.72452, -0.29603, 2.23280)  -0.496
N (-2.14583, 0.98821, 0.03235)  -0.805
C (-1.73292, -0.82631, -1.44511)  -0.540
C (-1.76650, -0.35186, -0.16278)  0.014
C (3.61308, 0.08362, 1.07367)  0.260
H (-1.65761, -1.89504, -1.46712)  0.204
H (-1.97759, 1.58322, -0.90021)  0.369
H (-1.78948, 1.35778, 0.83634)  0.362
H (-1.70701, -0.85494, 0.81165)  0.198
H (-1.66644, -0.20604, -2.30503)  0.198
H (4.26320, -0.33383, 0.47875)  0.118
H (2.84258, 0.75122, 0.81470)  0.118

---

DFT (wB97M-V/def2-TZVPD) results for the molecule C3H7NO.

As for the LUMO energy: 0.83 eV. For the HOMO energy, the calculation gives -9.3 eV. The calculation puts the energy above the lowest of the compared OMol25 structures with the same formula, charge and spin at 46.11 kcal/mol. As for the SMILES: CN(C)C=O. As for the net charge: 0.

Each line ends with the natural charge from an NBO analysis.
Element x y z (Å)
O (1.17422, -0.44756, -1.81780)  -0.644
N (0.05113, 0.10798, 0.00172)  -0.449
C (0.84312, 0.41716, -1.03290)  0.509
C (-0.36888, 1.16602, 0.98526)  -0.408
C (-0.28271, -1.50109, -0.17052)  -0.405
H (0.08190, 2.15688, 0.74256)  0.218
H (-1.30147, -1.53397, -0.55179)  0.202
H (-0.04689, 0.91632, 2.00080)  0.201
H (-0.19215, -1.85636, 0.83878)  0.193
H (-1.45476, 1.30950, 0.98902)  0.199
H (1.17249, 1.46298, -1.15102)  0.119
H (0.32399, -2.19786, -0.83411)  0.265

---

DFT (wB97M-V/def2-TZVPD) results for a cluster of 2 separate species, C3H7NO in total.

As for the LUMO energy: 0.96 eV. For the HOMO energy, the calculation gives -9.0 eV. The calculation puts the energy above the lowest of the compared OMol25 structures with the same formula, charge and spin at 71.75 kcal/mol. As for the SMILES: C=C=N.CO. As for the net charge: 0.

Each line ends with the natural charge from an NBO analysis.
Element x y z (Å)
O (0.81780, -0.95679, 0.18098)  -0.730
N (-0.60231, 1.16721, 1.35314)  -0.666
C (-1.74383, -0.39914, -0.27667)  -0.724
C (-1.09548, 0.31962, 0.61512)  0.479
C (1.87554, -0.02188, 0.24320)  -0.257
H (-1.73898, -1.48240, -0.27667)  0.251
H (0.29823, -0.80764, -0.62249)  0.486
H (-2.44295, 0.15736, -0.88212)  0.248
H (1.83263, 0.72031, -0.56521)  0.170
H (-1.28998, 1.46382, 2.03950)  0.384
H (1.82525, 0.53154, 1.18950)  0.188
H (2.81250, -0.57951, 0.18238)  0.171

---

DFT (wB97M-V/def2-TZVPD) results for a cluster of 2 separate species, C3H7NO in total.

As for the LUMO energy: 0.80 eV. For the HOMO energy, the calculation gives -8.3 eV. The calculation puts the energy above the lowest of the compared OMol25 structures with the same formula, charge and spin at 57.93 kcal/mol. As for the SMILES: C=CN.C=O. As for the net charge: 0.

Each line ends with the natural charge from an NBO analysis.
Element x y z (Å)
O (-1.86107, 1.74060, 0.66922)  -0.516
N (0.64806, 0.20811, 1.02683)  -0.825
C (0.67265, -1.60353, -0.61745)  -0.562
C (-1.63635, 1.53552, -0.49671)  0.265
C (1.27371, -0.74679, 0.23069)  0.024
H (-2.30755, 1.98559, -1.23677)  0.121
H (1.26139, -1.98042, -1.44227)  0.207
H (1.25657, 0.40136, 1.79702)  0.382
H (2.34570, -0.84511, 0.35792)  0.188
H (-0.88983, 0.76882, -0.73237)  0.132
H (-0.35501, 0.17180, 1.15562)  0.400
H (-0.40828, -1.63595, -0.71173)  0.182

---

Copy entry 2 word for word.
DFT (wB97M-V/def2-TZVPD) results for the molecule C3H7NO.

As for the LUMO energy: 0.82 eV. For the HOMO energy, the calculation gives -8.8 eV. The calculation puts the energy above the lowest of the compared OMol25 structures with the same formula, charge and spin at 63.23 kcal/mol. As for the SMILES: CNC(C)=O. As for the net charge: 0.

Each line ends with the natural charge from an NBO analysis.
Element x y z (Å)
O (0.52589, -0.39568, -1.60047)  -0.630
N (-0.57238, 0.08323, 0.32816)  -0.623
C (0.55230, -0.06291, -0.42413)  0.647
C (-1.91879, -0.11709, -0.28935)  -0.549
C (1.80699, 0.35182, 0.30717)  -0.702
H (-0.54243, 0.27910, 1.30427)  0.402
H (-2.79488, -0.29043, 0.31229)  0.234
H (1.86501, 1.44597, 0.28628)  0.234
H (-1.95294, -0.17068, -1.36808)  0.252
H (-1.45268, -1.10059, -0.00541)  0.284
H (2.68025, -0.05120, -0.20348)  0.239
H (1.80367, 0.02847, 1.35275)  0.212

---

The highest energy above the lowest of the compared OMol25 structures with the same formula, charge and spin belongs to which entry?
number 3

---

What is the net charge in the fourth record?
0